1.
Molecular formula: C29H86F3FeN20O17
Method: DFT, ωB97M-V with the def2-TZVPD basis set

The geometry in ORCA input format:
```
! wB97M-V def2-TZVPD RIJCOSX def2/J DEFGRID3
* xyz 2 6
Fe 4.66655 1.41296 -1.44837
C 1.34892 1.09471 -0.82134
O 1.41345 0.56532 0.47674
O 2.64145 1.14735 -1.28841
C 0.23815 0.39875 -1.66774
F 0.17711 -0.90311 -1.36784
F -0.94665 0.98413 -1.48365
F 0.41992 0.49646 -3.00343
C 0.31180 0.89836 1.33239
C 0.19910 -0.16272 2.43848
H -0.60251 0.02579 3.15236
H 0.11455 -1.15059 1.98685
H 1.06959 -0.18415 3.09828
H -0.65642 0.74664 0.85612
H 0.37609 1.88262 1.78934
H 1.00625 2.13723 -0.70139
C -2.08395 -5.32289 0.40087
O -3.21695 -4.96821 0.69505
N -1.75884 -6.57950 -0.04244
N -0.98194 -4.51456 0.55891
H -0.88636 -6.75657 -0.50323
H -2.55279 -7.15515 -0.27208
H -1.02582 -3.58518 0.92040
H -0.16963 -5.03064 0.27738
C 4.05583 0.22700 -4.45369
O 4.63194 0.88968 -3.55410
N 4.71846 -0.10386 -5.55823
N 2.73731 -0.08208 -4.43887
H 4.26041 -0.55777 -6.32522
H 5.68268 0.19083 -5.54497
H 2.35540 -0.79331 -5.03322
H 2.16206 0.42656 -3.79092
C -0.31068 5.05363 4.14413
O -0.86775 6.04669 3.69573
N -0.14510 3.95785 3.35419
N 0.22648 4.90473 5.38811
H 0.23831 3.06792 3.61112
H -0.33655 4.08142 2.36285
H 0.16075 5.65317 6.05532
H 0.76456 4.08858 5.59528
C 4.76047 -0.00228 1.58868
O 4.82338 0.41971 0.41944
N 3.62324 -0.40596 2.18031
N 5.88102 -0.16854 2.32239
H 3.55487 -0.68095 3.14517
H 2.78882 -0.17153 1.66474
H 5.83389 -0.45321 3.28599
H 6.74805 0.25130 2.03523
C 0.63386 0.13826 6.45798
O 1.66816 -0.51225 6.28275
N 0.30081 1.18600 5.65521
N -0.21182 -0.13212 7.47365
H 1.04637 1.48529 5.05739
H -0.58238 1.68484 5.76168
H -1.16879 0.15415 7.43622
H 0.10986 -0.70511 8.23142
C -0.09388 2.41487 -5.83385
O 0.45003 3.48495 -6.14326
N -0.99130 2.37885 -4.83351
N 0.11285 1.20315 -6.38750
H -1.14770 3.21032 -4.29822
H -1.50244 1.52585 -4.67282
H 0.63748 0.97680 -7.21119
H -0.46472 0.45163 -6.04574
C 3.93941 3.69567 0.64854
O 4.59066 2.89088 -0.04198
N 4.22248 5.00863 0.72208
N 2.95366 3.29195 1.48507
H 4.96350 5.31384 0.11718
H 3.72224 5.63284 1.32789
H 2.61391 2.34922 1.56512
H 2.71314 3.95451 2.20413
C -0.75755 4.45459 -0.60605
O -0.81053 3.81117 0.45769
N 0.42004 4.99435 -1.01180
N -1.83553 4.78408 -1.33290
H 1.21630 4.74743 -0.45203
H 0.49951 5.48860 -1.88021
H -2.76961 4.43083 -1.10011
H -1.77809 5.28214 -2.20314
C 3.69569 4.15651 -3.10947
O 4.32239 3.22311 -2.57072
N 2.86455 3.98052 -4.15698
N 3.76482 5.44005 -2.68597
H 2.46816 3.07742 -4.35227
H 2.39761 4.79114 -4.52297
H 4.39930 5.63217 -1.93812
H 2.91395 5.94081 -2.85820
C -4.26104 2.52259 0.11462
O -4.32883 3.67039 -0.33824
N -5.23957 1.59683 0.04516
N -3.14396 2.02694 0.71984
H -5.04689 0.64553 0.34945
H -6.11810 1.74097 -0.41872
H -3.16165 1.11424 1.12770
H -2.32061 2.60984 0.69538
C -3.04932 -1.26777 -0.20843
C -3.95643 -1.85657 0.86478
C -3.23205 -2.10717 2.18728
O -5.07756 -1.00023 1.22159
H -3.70340 -0.70423 -0.88012
H -2.48211 -1.97215 -0.80850
H -2.40545 -0.52662 0.26786
H -4.42719 -2.75355 0.45725
H -2.21953 -2.50525 2.11297
H -3.88380 -2.66193 2.86201
H -3.08168 -1.14789 2.69738
H -5.65492 -1.53605 1.77328
C 0.49152 -3.49356 -3.33574
C 0.67587 -4.97489 -3.61645
C -0.59016 -5.84989 -3.54343
O 1.33480 -5.08487 -4.88128
H 1.41439 -3.05325 -2.93250
H -0.21771 -3.29832 -2.52759
H 0.35044 -2.76119 -4.13135
H 1.32046 -5.40891 -2.84816
H -1.43363 -5.30474 -3.97302
H -0.85046 -6.17916 -2.54033
H -0.41655 -6.74838 -4.13753
H 0.72779 -5.46660 -5.52297
C 3.57273 -4.38570 2.79861
C 2.44936 -4.56444 1.75739
C 2.40373 -3.35439 0.84534
O 2.70863 -5.70296 0.94453
H 3.34650 -3.43927 3.28873
H 4.53302 -4.36632 2.27702
H 3.64993 -5.23454 3.47780
H 1.52608 -4.80124 2.29766
H 2.16871 -2.47477 1.45415
H 1.53744 -3.37279 0.18201
H 3.37765 -3.15844 0.40211
H 3.28674 -6.32358 1.39563
C -3.23368 -0.48379 5.57707
C -3.68497 0.95695 5.28622
C -4.75631 1.34920 6.32378
O -2.55873 1.83379 5.46153
H -3.96347 -1.21930 5.24372
H -2.93335 -0.60655 6.60900
H -2.35489 -0.68088 4.95300
H -3.99884 1.07520 4.24429
H -5.63616 0.73416 6.13587
H -4.96945 2.40971 6.17231
H -4.40114 1.23624 7.34589
H -2.90802 2.67501 5.13830
C -2.63904 -1.67703 -3.59587
C -2.23176 -1.60600 -5.08136
C -2.85038 -2.82229 -5.80018
O -2.58981 -0.43278 -5.77926
H -3.72919 -1.67546 -3.55357
H -2.21271 -0.83053 -3.05640
H -2.25500 -2.59131 -3.14852
H -1.14696 -1.70210 -5.18345
H -3.89883 -2.87556 -5.50164
H -2.31953 -3.73094 -5.50174
H -2.78299 -2.86776 -6.88673
H -3.49337 -0.18833 -5.54316
*
```

For the HOMO energy (spin up / spin down), the calculation gives -13.21 / -13.21 eV. For the gap between HOMO and LUMO (spin up / spin down), the calculation gives 8.42 / 4.49 eV.

Results of the Mulliken charge analysis, in e, for atoms 1 through 2: 0.961 -0.289

---

2.
Molecular formula: C15H28F3N3O2S2
Method: DFT, ωB97M-V with the def2-TZVPD basis set

The geometry in ORCA input format:
```
! wB97M-V def2-TZVPD RIJCOSX def2/J DEFGRID3
* xyz 0 1
C 3.58032 -4.23207 1.52079
C 2.88829 -3.76004 0.10592
C 2.90209 -2.10568 -0.10863
C 1.33894 -1.65651 -0.32147
N 1.13144 -0.19661 -0.66094
C 0.00855 0.43884 0.13118
C -1.48107 -0.22916 -0.15266
C -2.34339 0.58708 -1.28541
C -3.70081 -0.24001 -1.80576
N -4.84686 0.26658 -0.95855
C -4.85353 -0.38502 0.43385
O -4.28103 -1.57088 0.71289
O -5.57166 0.25848 1.58192
C -5.10062 1.63665 1.78874
N -6.25029 2.37253 2.50852
C -6.20375 -0.07613 -1.53244
F -6.68821 -1.45190 -1.16445
F -6.34954 0.15722 -2.98750
F -7.18066 0.86465 -0.86652
C 2.44394 0.58532 -0.46776
S 2.95401 1.18709 1.07650
S 3.64116 0.96925 -1.89614
C 4.70146 2.45486 -1.40729
C 5.98872 2.05497 -0.44270
C 5.96751 2.98507 0.93699
H 4.17068 -5.23880 1.27423
H 2.74083 -4.55580 2.29672
H 4.26570 -3.41563 2.00747
H 1.75940 -4.11771 0.14640
H 3.37601 -4.22300 -0.85603
H 3.56190 -1.90326 -1.06326
H 3.38976 -1.67323 0.88845
H 0.69175 -1.93862 0.61266
H 0.94020 -2.27908 -1.25767
H -0.04769 1.61925 -0.03683
H 0.22360 0.24222 1.28794
H -2.07811 -0.10390 0.87306
H -1.43468 -1.37715 -0.42178
H -1.65754 0.68930 -2.24075
H -2.68704 1.66046 -0.94966
H -3.55242 -1.40761 -1.78818
H -3.79245 0.04843 -2.96045
H -4.13744 1.55981 2.48854
H -4.90818 2.24906 0.80851
H -6.90153 2.62692 1.70734
H -6.80674 1.64021 3.04398
H 5.16052 2.92043 -2.39102
H 4.02279 3.26743 -0.89966
H 6.00741 0.91482 -0.13681
H 6.99382 2.30091 -0.98919
H 5.27332 3.93002 0.83642
H 5.64846 2.28591 1.84877
H 7.08268 3.36401 1.13174
*
```

The energy above the lowest of the compared OMol25 structures with the same formula, charge and spin comes out at 237.6 kcal/mol. For the HOMO energy, the calculation gives -8.62 eV. For the gap between HOMO and LUMO, the calculation gives 7.99 eV. As for the structure (SMILES): CCCCN(CCCCN(C(=O)OCN)C(F)(F)F)C(=S)SCCC.

Results of the Mulliken charge analysis, in e, for atoms 1 through 2: -0.896 -0.408

---

3.
Molecular formula: C45H36F12NO2PtSSbTe
Method: DFT, ωB97M-V with the def2-TZVPD basis set

The geometry in ORCA input format:
```
! wB97M-V def2-TZVPD RIJCOSX def2/J DEFGRID3
* xyz -2 1
Pt -0.12719 1.34718 -0.75637
C 6.72037 2.72477 -0.19441
C 5.38154 2.07648 -0.37785
C 5.10726 1.31698 -1.50733
C 3.86644 0.77127 -1.68812
C 2.82284 0.93385 -0.74624
N 1.64034 0.33700 -1.01128
C 1.63120 -0.79926 -1.78193
C 2.39685 -1.88413 -1.30536
C 2.38756 -3.11427 -1.91438
C 1.61663 -3.33144 -3.04823
C 1.57933 -4.66979 -3.72339
C 0.89026 -2.26563 -3.55763
C 0.89999 -1.00875 -2.97251
C 0.19596 0.14973 -3.69471
O 0.30802 1.34997 -3.18092
C 0.78153 0.20257 -5.16242
F 0.38415 -0.76054 -6.03967
F 0.47889 1.34899 -5.78033
F 2.12391 0.12072 -5.15809
C -1.33206 -0.22126 -3.79497
F -2.09475 0.82459 -4.14517
F -1.76651 -0.62641 -2.58405
F -1.70277 -1.21340 -4.64340
C 3.10515 1.71270 0.40955
C 4.37172 2.25027 0.55785
C 2.05836 1.87135 1.52385
O 0.82327 2.21556 1.20252
C 2.49948 2.91634 2.60038
F 1.51554 3.14739 3.48038
F 3.56796 2.57380 3.37285
F 2.80562 4.11667 2.08976
C 2.04688 0.47698 2.28554
F 1.05987 -0.28863 1.80192
F 3.17743 -0.25301 2.16195
F 1.83077 0.54277 3.61523
H 7.50776 2.10621 -0.62042
H 6.74066 3.69085 -0.70113
H 6.93142 2.89033 0.85891
H 5.87305 1.15496 -2.25468
H 3.64801 0.20410 -2.58219
H 3.01999 -1.70960 -0.43809
H 2.97908 -3.92143 -1.50202
H 2.44771 -5.26101 -3.43721
H 0.67827 -5.20991 -3.42890
H 1.57129 -4.54825 -4.80501
H 0.31844 -2.42621 -4.45962
H 4.62402 2.83082 1.42885
C -4.12354 -2.01177 -1.66076
C -3.45829 -3.29250 -1.24996
C -3.96303 -4.48560 -1.76362
C -3.36493 -5.69987 -1.48844
C -2.22398 -5.73225 -0.70704
C -1.73305 -4.55395 -0.17949
C -2.34994 -3.33053 -0.40519
Sb -1.36691 -1.56459 0.46108
C -3.08696 -0.95661 1.67899
C -4.32150 -1.57096 1.53755
C -5.42072 -1.15237 2.26694
C -5.30091 -0.07120 3.12082
C -4.07484 0.55217 3.26462
C -2.95346 0.11410 2.56490
C -1.63298 0.75999 2.81544
C -0.41405 -2.85513 1.99380
C 0.94109 -3.02691 1.74142
C 1.77593 -3.71279 2.60540
C 1.24224 -4.29123 3.74245
C -0.11551 -4.17871 3.97957
C -0.95535 -3.46724 3.12589
C -2.41949 -3.41678 3.44893
H -5.18691 -2.01833 -1.41834
H -4.03303 -1.89181 -2.74006
H -3.66906 -1.14441 -1.19025
H -4.84010 -4.45625 -2.39853
H -3.77814 -6.61523 -1.89069
H -1.72040 -6.66981 -0.50846
H -0.84294 -4.58555 0.42992
H -4.42749 -2.40951 0.86373
H -6.37075 -1.65964 2.15507
H -6.15649 0.28423 3.68009
H -3.97960 1.39824 3.93495
H -1.73454 1.62924 3.46302
H -1.16609 1.09477 1.88400
H -0.95942 0.04620 3.29273
H 1.35351 -2.60362 0.83730
H 2.83610 -3.77966 2.39865
H 1.87685 -4.83295 4.43388
H -0.53904 -4.65498 4.85798
H -2.67110 -4.15296 4.21413
H -3.00772 -3.62028 2.55682
H -2.69995 -2.42902 3.81292
Te -2.17041 2.62752 -1.49525
C -2.46444 3.95305 0.12603
C -2.89479 3.62827 1.37410
C -2.98655 4.72307 2.25619
C -2.65066 5.89566 1.66245
S -2.20917 5.66232 0.01231
H -3.14124 2.61970 1.64685
H -3.27893 4.63603 3.29001
H -2.62206 6.88248 2.08087
*
```

The energy above the lowest of the compared OMol25 structures with the same formula, charge and spin comes out at 57.4 kcal/mol. For the HOMO energy, the calculation gives -1.42 eV. For the gap between HOMO and LUMO, the calculation gives 5.54 eV.

Results of the Mulliken charge analysis, in e, for atoms 1 through 2: 3.722 -1.747

---

4.
Molecular formula: H3NO2S2
Method: DFT, ωB97M-V with the def2-TZVPD basis set

The geometry in ORCA input format:
```
! wB97M-V def2-TZVPD RIJCOSX def2/J DEFGRID3
* xyz 0 1
N -1.35315 0.18835 0.13397
O 0.74520 0.01958 -1.36036
O 1.42587 -1.09973 0.81130
S 1.83123 -0.04257 -0.11373
S -0.66285 -0.83726 -0.98178
H -1.12834 0.32593 1.05233
H -2.27524 0.43907 -0.06926
H 1.41729 1.00662 0.52752
*
```

The energy above the lowest of the compared OMol25 structures with the same formula, charge and spin comes out at 15.0 kcal/mol. For the HOMO energy, the calculation gives -8.88 eV. For the gap between HOMO and LUMO, the calculation gives 9.39 eV.

Results of the Mulliken charge analysis, in e, for atoms 1 through 2: -0.384 -0.313

---

Number 1: maximum force 0.0609 Eh/bohr. Number 2: maximum force 0.1774 Eh/bohr. Number 3: maximum force 0.0630 Eh/bohr. Number 4: maximum force 0.0592 Eh/bohr.